Record 1
The following is a quantum chemistry calculation of C41H35ClN2ReSi2 as an isolated structure, from the Open Molecules 2025 dataset.

## Properties
2S+1 ... 4
LUMO level (alpha / beta) ... -7.54 / -8.15 eV
Energy relative to the best compared isomer or geometry (same formula, charge and spin) ... 166.3 kJ/mol
E_tot ... -76457.4715 eV
Net charge ... +2
HOMO level (alpha / beta) ... -11.14 / -12.47 eV

Each line ends with the Löwdin charge.
CARTESIAN COORDINATES (ANGSTROEM)
C -2.94075 -1.60186 3.81578  -0.155
C -3.30273 -0.66677 2.78551  -0.192
C -2.80890 -1.17305 1.54168  -0.191
H -3.89283 0.24054 2.90094  0.142
C -2.14594 -2.42340 1.80305  -0.175
C -2.20255 -2.68230 3.20462  -0.179
H -1.78863 -3.55288 3.69498  0.141
H -3.18926 -1.52861 4.86542  0.144
H -2.93447 -0.70164 0.57034  0.132
H -1.66616 -3.05819 1.07044  0.110
Re -1.24681 -0.88026 2.86342  1.592
Si -1.20843 -0.77915 -2.89438  0.781
C -0.62819 0.87037 -3.64685  -0.273
C 0.63702 1.04056 -4.22167  -0.098
H 1.36963 0.23159 -4.21960  0.094
C 0.97988 2.24296 -4.85254  -0.077
H 1.97380 2.36323 -5.27919  0.110
C 0.05254 3.27803 -4.96249  -0.078
H 0.31053 4.21281 -5.46528  0.113
C -1.22108 3.10145 -4.41590  -0.086
H -1.95680 3.90250 -4.47781  0.109
C -1.57240 1.90286 -3.78097  -0.107
H -2.59330 1.75953 -3.40517  0.098
C -0.48412 -1.93278 -4.21022  -0.272
C -1.26687 -2.38552 -5.28637  -0.085
H -2.30056 -2.05231 -5.38509  0.102
C -0.73009 -3.25989 -6.23937  -0.069
H -1.32837 -3.60466 -7.08349  0.111
C 0.58794 -3.71103 -6.11819  -0.073
H 0.98575 -4.45584 -6.80258  0.109
C 1.39730 -3.19647 -5.10686  -0.068
H 2.44601 -3.48343 -5.02762  0.108
C 0.86294 -2.29606 -4.17555  -0.120
H 1.51679 -1.88895 -3.40123  0.083
H -2.67244 -0.82668 -2.98619  0.037
Si 1.90311 0.81107 -0.66681  0.397
C 0.89472 -0.82974 -0.90565  -0.272
C -0.60679 -1.01278 -1.08122  -0.351
H -1.25663 -0.30190 -0.54604  0.057
C -1.14369 -2.36351 -1.07832  -0.225
H -2.22586 -2.50043 -1.07281  0.114
C -0.30462 -3.46008 -1.01066  -0.101
H -0.72947 -4.46001 -1.11052  0.128
C 1.05552 -3.28810 -0.83133  -0.079
H 1.67870 -4.17328 -0.70726  0.113
C 1.62978 -2.00006 -0.83655  -0.151
H 2.72304 -1.96346 -0.83291  0.113
C 0.59830 2.17780 -0.66035  -0.312
C -0.62331 2.09006 0.03355  -0.143
H -0.82959 1.21554 0.66649  0.053
C -1.60514 3.07435 -0.10753  -0.096
H -2.59749 2.90606 0.31578  0.101
C -1.34989 4.24161 -0.82343  -0.069
H -2.11807 5.00004 -0.96005  0.116
C -0.10014 4.39439 -1.42336  -0.063
H 0.12037 5.31177 -1.96934  0.119
C 0.82513 3.34525 -1.40824  -0.094
H 1.72507 3.41084 -2.03203  0.109
H 3.15199 1.17979 -1.23708  -0.019
Cl 2.63615 0.66011 1.30707  0.281
C 2.46877 -2.68479 4.67192  -0.001
C 1.30424 -2.47286 3.93769  -0.067
N 0.73685 -1.24938 3.86479  -0.027
C 1.34455 -0.21194 4.47642  -0.186
C 2.54795 -0.34851 5.21839  -0.121
C 3.11350 -1.63160 5.30328  0.061
C 3.07558 0.82721 5.84516  0.026
C 2.43359 2.04748 5.74939  0.026
C 1.22841 2.21093 4.99253  -0.118
C 0.53942 3.42396 4.82677  0.063
C -0.61376 3.43332 4.05462  0.004
C -1.11943 2.24942 3.52771  -0.077
N -0.45472 1.08072 3.65324  -0.021
C 0.69623 1.05585 4.36260  -0.171
H 2.84800 -3.70104 4.73980  0.130
H 0.78442 -3.27321 3.39756  0.125
H 4.03514 -1.76926 5.87128  0.145
H 4.00741 0.72627 6.41098  0.137
H 2.84898 2.92823 6.25422  0.138
H 0.91439 4.32809 5.30541  0.144
H -1.16322 4.35212 3.86004  0.132
H -2.06594 2.20895 2.98319  0.116

=====

Record 2
The following is a quantum chemistry calculation of C41H36AsCl2IN2OPReS as an isolated structure, from the Open Molecules 2025 dataset.

## Properties
2S+1 ... 2
LUMO level (alpha / beta) ... -9.41 / -10.55 eV
Energy relative to the best compared isomer or geometry (same formula, charge and spin) ... 198.5 kJ/mol
E_tot ... -164341.9911 eV
Net charge ... +3
HOMO level (alpha / beta) ... -15.43 / -15.43 eV

Each line ends with the Löwdin charge.
CARTESIAN COORDINATES (ANGSTROEM)
Re 2.76860 -1.40345 0.15812  0.726
Cl 4.60065 -0.90022 -0.95364  0.790
C 4.67800 -1.70717 -2.46649  -0.605
C 5.76971 -1.53604 -3.29499  -0.064
C 5.77587 -2.19007 -4.52320  -0.019
C 4.70000 -2.97361 -4.90853  -0.055
C 3.59587 -3.12328 -4.07526  -0.674
Cl 2.24391 -4.04438 -4.56852  0.752
C 3.58017 -2.49716 -2.81430  -0.647
S 2.24714 -2.75659 -1.72136  0.744
H 6.60073 -0.91702 -2.99289  0.123
H 6.62418 -2.08074 -5.18224  0.131
H 4.71373 -3.47264 -5.86577  0.127
N 5.41234 -0.47879 3.61405  0.218
C 4.67302 -1.11081 2.71743  -0.641
O 3.88400 -0.49210 1.98405  -0.132
C 4.83135 -2.60923 2.63963  -0.516
I 3.96322 -3.49832 4.42975  0.935
H 5.32131 0.51837 3.74254  0.145
H 6.00595 -0.97701 4.26031  0.129
H 5.87742 -2.91540 2.59731  0.072
H 4.28293 -3.03088 1.78759  0.023
N 1.59378 -2.05534 1.56366  -0.052
C 1.09743 -2.15389 2.61487  -0.119
C 0.50616 -1.99519 3.86158  -0.268
C 0.77518 -0.77330 4.51459  -0.032
C 0.22551 -0.53147 5.75210  -0.044
C -0.57913 -1.49258 6.35696  -0.020
C -0.84865 -2.69460 5.71286  -0.034
C -0.31543 -2.95500 4.46765  -0.007
H 1.41779 -0.05116 4.03228  0.112
H 0.42398 0.40238 6.25268  0.119
H -0.98259 -1.30871 7.33957  0.124
H -1.47408 -3.43324 6.18736  0.124
H -0.50901 -3.88628 3.96131  0.129
C 0.46048 1.21874 0.84716  -0.351
C -0.65905 2.18169 0.44567  -0.328
As -2.53642 1.53767 0.70981  1.505
C -3.25551 1.27615 -1.10831  -0.386
C -3.90240 0.10619 -1.47022  -0.112
C -4.44452 -0.02318 -2.74133  -0.044
C -4.35246 1.02893 -3.63706  -0.041
C -3.72759 2.20654 -3.26242  -0.059
C -3.17666 2.34137 -1.99785  -0.113
C -3.56417 3.12729 1.17136  -0.372
C -3.02578 4.37113 1.48792  -0.080
C -3.86610 5.46403 1.60681  -0.033
C -5.24286 5.30424 1.50438  -0.007
C -5.78800 4.05614 1.22669  -0.029
C -4.95282 2.96604 1.08850  -0.093
P 0.76631 -0.12965 -0.36843  0.935
C -0.70339 -1.19491 -0.37158  -0.372
C -1.02989 -1.97292 -1.48264  -0.109
C -2.07426 -2.88059 -1.40787  -0.037
C -2.79468 -3.02735 -0.23116  -0.048
C -2.47210 -2.25946 0.87816  -0.067
C -1.42543 -1.35338 0.81457  -0.182
C 0.92313 0.75126 -1.93789  -0.370
C -0.15675 0.91543 -2.80236  -0.087
C -0.01468 1.70295 -3.93263  -0.041
C 1.19600 2.31696 -4.21398  -0.032
C 2.27371 2.15307 -3.35428  -0.045
C 2.13713 1.38181 -2.21505  -0.108
H 0.27866 0.78060 1.83195  0.063
H 1.41098 1.76366 0.90195  0.100
H -0.54936 2.48134 -0.59999  0.073
H -0.55193 3.07167 1.06779  0.066
H -3.99560 -0.70180 -0.75629  0.089
H -4.95163 -0.93388 -3.02050  0.120
H -4.78509 0.93834 -4.62254  0.123
H -3.67848 3.04038 -3.94743  0.122
H -2.70258 3.27287 -1.71001  0.115
H -1.95980 4.51219 1.60471  0.098
H -3.44696 6.44208 1.79013  0.125
H -5.89647 6.14425 1.68663  0.129
H -6.85623 3.93005 1.13972  0.126
H -5.36768 1.98028 0.89874  0.113
H -0.46237 -1.87476 -2.39694  0.094
H -2.31520 -3.48876 -2.26574  0.126
H -3.60425 -3.73922 -0.17601  0.125
H -3.01681 -2.38236 1.80241  0.121
H -1.13627 -0.81716 1.71084  0.071
H -1.10635 0.44695 -2.58710  0.089
H -0.85605 1.84150 -4.59374  0.115
H 1.30089 2.92985 -5.09593  0.123
H 3.21349 2.63731 -3.56983  0.119
H 2.96277 1.28337 -1.51982  0.071

=====

Let's list maximum force in order: 9.31 3.65 eV/A.